Computed, not measured: 17 unconnected molecules or ions with the total composition C72H192N14O22, with ωB97M-V/def2-TZVPD.

Each line ends with the Mulliken charge.
Geometry (Å):
C: -8.097 6.387 -2.203  -1.343
C: -6.637 6.265 -2.865  0.551
C: -6.174 4.809 -2.987  -0.635
O: -5.996 4.250 -1.641  -0.340
C: -5.288 3.073 -1.526  -0.079
N: -6.709 6.973 -4.141  -0.749
H: -8.535 7.385 -2.246  0.482
H: -7.993 6.066 -1.167  0.192
H: -8.810 5.741 -2.716  0.336
H: -5.916 6.790 -2.237  0.082
H: -5.236 4.888 -3.537  -0.061
H: -6.776 4.102 -3.558  0.416
H: -5.530 2.405 -2.353  0.530
H: -5.548 2.606 -0.577  -0.486
H: -4.217 3.280 -1.513  -0.120
H: -7.141 7.872 -3.985  0.290
H: -5.766 7.261 -4.359  0.297
C: 5.499 1.767 3.753  -1.381
C: 4.681 2.808 3.002  1.046
C: 5.121 2.772 1.525  0.104
O: 6.477 3.155 1.411  -0.461
C: 7.100 3.084 0.121  -0.301
N: 3.265 2.554 3.052  1.462
H: 6.583 1.845 3.663  0.391
H: 5.194 0.811 3.327  0.143
H: 5.263 1.865 4.813  0.275
H: 4.916 3.808 3.365  0.280
H: 4.536 3.558 1.047  -0.178
H: 4.897 1.816 1.051  -0.138
H: 8.144 3.395 0.174  0.395
H: 6.539 3.540 -0.694  -0.032
H: 7.235 2.042 -0.166  0.163
H: 2.967 2.963 3.926  -0.395
H: 2.859 3.131 2.329  -0.889
C: -8.561 1.880 -0.816  -1.375
C: -7.791 0.781 -0.016  1.241
C: -7.388 1.242 1.414  -0.077
O: -6.526 0.262 2.059  -0.581
C: -5.311 0.058 1.399  0.001
N: -8.625 -0.328 0.035  -0.696
H: -8.774 1.554 -1.834  0.338
H: -7.980 2.795 -0.935  0.030
H: -9.523 2.085 -0.347  0.485
H: -6.909 0.539 -0.609  -0.365
H: -8.211 1.515 2.074  0.428
H: -6.890 2.200 1.269  -0.389
H: -4.757 0.990 1.291  -0.404
H: -5.459 -0.432 0.437  0.287
H: -4.721 -0.634 2.001  0.537
H: -9.496 -0.068 0.475  0.306
H: -8.123 -0.977 0.624  0.333
C: 5.257 -0.380 -1.173  -1.411
C: 4.144 0.528 -1.833  1.468
C: 4.577 1.219 -3.192  -1.209
O: 5.686 1.989 -2.897  -0.271
C: 6.210 2.888 -3.867  -1.021
N: 2.954 -0.339 -1.991  1.676
H: 5.342 -1.353 -1.656  0.245
H: 4.979 -0.701 -0.169  0.048
H: 6.273 0.007 -1.096  0.336
H: 3.989 1.406 -1.205  -0.570
H: 3.731 1.694 -3.687  0.297
H: 4.867 0.471 -3.930  0.734
H: 5.417 3.552 -4.211  0.377
H: 6.666 2.419 -4.738  0.311
H: 7.033 3.504 -3.506  0.313
H: 2.227 0.156 -2.489  -0.126
H: 2.578 -0.543 -1.076  -1.045
C: 4.844 -5.731 -1.082  -0.652
C: 4.658 -6.283 -2.509  0.809
C: 5.680 -5.629 -3.582  -0.718
O: 5.335 -6.141 -4.880  -0.354
C: 6.288 -5.699 -5.881  -0.748
N: 4.832 -7.736 -2.458  -0.623
H: 4.930 -4.645 -1.060  0.114
H: 5.719 -6.000 -0.491  0.468
H: 3.990 -5.935 -0.436  -0.142
H: 3.671 -6.033 -2.899  -0.109
H: 6.680 -5.895 -3.240  0.611
H: 5.493 -4.558 -3.495  0.055
H: 7.316 -5.941 -5.613  0.340
H: 6.200 -4.630 -6.076  0.242
H: 6.060 -6.222 -6.810  0.273
H: 5.607 -7.903 -1.833  0.280
H: 5.208 -7.872 -3.386  0.249
C: -2.671 -1.900 -0.909  -2.465
C: -2.617 -2.251 -2.411  0.851
C: -3.673 -1.475 -3.203  0.393
O: -4.947 -1.852 -2.837  -0.505
C: -5.991 -1.093 -3.420  -0.706
N: -1.245 -1.902 -2.724  2.383
H: -2.470 -0.843 -0.738  0.450
H: -2.052 -2.577 -0.321  0.208
H: -3.698 -1.941 -0.544  0.664
H: -2.802 -3.324 -2.373  0.598
H: -3.613 -1.567 -4.288  0.017
H: -3.546 -0.414 -2.993  -0.072
H: -6.019 -0.010 -3.299  0.108
H: -6.966 -1.441 -3.078  0.294
H: -5.889 -1.315 -4.483  0.386
H: -1.021 -2.083 -3.692  -0.780
H: -0.606 -2.421 -2.139  -1.340
C: 0.586 1.715 -5.940  -1.773
C: 0.087 1.649 -4.515  1.264
C: -1.505 1.592 -4.555  0.773
O: -1.982 2.726 -5.251  -0.536
C: -3.364 2.898 -5.038  -0.506
N: 0.674 0.534 -3.837  1.930
H: 0.272 0.919 -6.616  0.147
H: 1.675 1.743 -5.977  0.359
H: 0.248 2.648 -6.392  0.533
H: 0.385 2.548 -3.975  -0.729
H: -1.985 1.543 -3.578  -0.506
H: -1.819 0.722 -5.132  0.169
H: -3.639 3.875 -5.437  0.438
H: -3.612 2.912 -3.977  0.026
H: -3.951 2.147 -5.566  0.279
H: 0.574 -0.224 -4.497  -1.337
H: 0.110 0.268 -3.043  -0.585
C: -1.334 -4.128 -5.377  -1.293
C: -0.661 -3.037 -6.231  0.289
C: -1.585 -2.223 -7.199  -0.907
O: -0.930 -1.166 -7.938  -0.306
C: -1.627 -0.536 -9.031  -0.891
N: 0.044 -2.128 -5.354  -0.084
H: -0.644 -4.656 -4.718  0.238
H: -1.968 -4.835 -5.912  0.483
H: -1.997 -3.539 -4.744  0.168
H: 0.004 -3.613 -6.875  0.480
H: -2.410 -1.740 -6.675  0.116
H: -2.083 -2.974 -7.813  0.554
H: -2.463 0.097 -8.733  0.300
H: -1.963 -1.266 -9.767  0.369
H: -0.911 0.086 -9.568  0.275
H: 0.456 -1.577 -6.093  0.454
H: 0.887 -2.586 -5.037  -0.947
C: -4.116 4.287 1.961  0.566
C: -5.069 5.482 1.597  0.326
C: -4.731 6.684 2.562  -0.866
O: -4.979 6.383 3.932  -0.347
C: -4.571 7.464 4.768  -0.828
N: -4.829 5.828 0.202  0.756
H: -4.110 4.065 3.028  0.464
H: -3.085 4.547 1.720  -0.655
H: -4.473 3.367 1.499  -0.618
H: -6.095 5.185 1.815  0.389
H: -5.324 7.562 2.304  0.548
H: -3.654 6.837 2.496  0.264
H: -4.839 8.482 4.487  0.319
H: -3.497 7.410 4.944  0.301
H: -5.053 7.228 5.717  0.271
H: -5.237 6.717 -0.052  0.372
H: -5.388 5.244 -0.404  -0.744
C: 5.508 -12.563 3.162  -0.776
O: 4.332 -11.771 3.396  -0.285
C: 3.147 -12.246 2.811  -0.917
C: 2.174 -11.036 2.756  -0.021
N: 1.551 -10.759 4.036  -0.476
C: 0.772 -9.499 4.095  -0.893
C: 1.705 -8.295 4.055  -0.571
O: 1.678 -7.798 2.753  -0.021
C: 1.948 -6.390 2.753  -0.778
H: 5.789 -12.527 2.110  0.301
H: 5.286 -13.591 3.449  0.308
H: 6.323 -12.225 3.802  0.231
H: 2.817 -13.133 3.353  0.426
H: 3.313 -12.609 1.796  0.455
H: 1.398 -11.375 2.069  0.280
H: 2.762 -10.184 2.414  0.143
H: 2.345 -10.644 4.650  0.290
H: 0.368 -9.490 5.107  0.401
H: -0.023 -9.293 3.378  0.285
H: 2.727 -8.524 4.356  0.273
H: 1.292 -7.588 4.774  0.566
H: 2.983 -6.108 2.951  0.359
H: 1.255 -5.899 3.436  0.410
H: 1.764 -5.947 1.775  -0.050
C: 4.654 -3.912 2.469  -0.365
O: 3.608 -3.083 3.001  0.026
C: 3.942 -1.898 3.602  -0.775
C: 2.697 -1.078 4.028  0.012
N: 3.057 0.184 4.645  0.096
C: 1.989 0.718 5.501  -0.541
C: 2.435 1.902 6.392  -1.133
O: 2.454 3.117 5.658  -0.111
C: 2.676 4.261 6.406  -0.935
H: 5.073 -4.592 3.210  0.313
H: 5.415 -3.272 2.023  0.332
H: 4.114 -4.437 1.681  -0.185
H: 4.549 -1.276 2.944  0.053
H: 4.511 -2.048 4.520  0.377
H: 2.188 -1.666 4.792  0.522
H: 2.031 -0.971 3.172  -0.471
H: 3.333 0.887 3.974  0.218
H: 1.599 -0.095 6.115  0.579
H: 1.160 1.075 4.891  -0.094
H: 3.433 1.709 6.785  0.473
H: 1.769 1.949 7.254  0.515
H: 3.463 4.011 7.118  0.358
H: 1.839 4.651 6.985  0.246
H: 3.035 5.077 5.780  0.233
C: 4.703 5.766 -1.660  -0.384
O: 3.302 5.639 -1.957  -0.610
C: 2.846 4.310 -1.708  1.200
C: 1.308 4.201 -1.863  -0.862
N: 0.650 5.050 -0.866  0.135
C: -0.782 5.283 -1.118  -0.383
C: -1.302 6.334 -0.157  -0.545
O: -0.492 7.510 -0.288  -0.459
C: -0.665 8.573 0.745  -0.805
H: 4.966 6.815 -1.795  0.384
H: 5.276 5.030 -2.225  0.018
H: 4.957 5.570 -0.618  0.083
H: 3.046 3.983 -0.687  -0.532
H: 3.372 3.592 -2.337  0.102
H: 0.978 3.165 -1.783  -0.324
H: 0.891 4.652 -2.764  0.741
H: 1.053 5.975 -0.906  0.416
H: -1.265 4.336 -0.875  -0.071
H: -0.986 5.598 -2.141  0.348
H: -1.251 6.076 0.901  -0.052
H: -2.355 6.557 -0.332  0.581
H: -0.017 9.404 0.468  0.259
H: -0.487 8.332 1.793  0.290
H: -1.681 8.963 0.810  0.305
C: -4.780 2.669 10.233  -0.716
O: -5.234 2.383 8.966  -0.273
C: -5.234 0.966 8.603  -0.799
C: -5.376 0.803 7.110  -0.476
N: -4.099 1.070 6.431  -0.372
C: -4.197 1.392 5.025  -1.142
C: -2.864 1.472 4.334  0.026
O: -2.303 2.714 4.604  -0.549
C: -1.149 3.087 3.904  1.200
H: -5.516 2.226 10.904  0.293
H: -4.716 3.749 10.369  0.220
H: -3.813 2.196 10.400  0.306
H: -6.104 0.492 9.059  0.502
H: -4.362 0.422 8.967  0.384
H: -6.131 1.495 6.738  0.311
H: -5.654 -0.233 6.918  0.342
H: -3.585 1.781 6.932  0.285
H: -4.838 2.231 4.754  0.428
H: -4.615 0.524 4.514  0.391
H: -3.077 1.332 3.275  -0.075
H: -2.222 0.676 4.714  0.605
H: -1.310 3.194 2.831  -0.314
H: -0.426 2.316 4.171  -0.692
H: -0.856 4.063 4.290  0.190
C: -2.178 1.739 -0.036  0.902
O: -1.245 0.947 0.787  -0.695
C: 0.040 1.354 0.522  0.690
C: 0.985 0.270 1.002  -0.904
N: 0.906 -0.917 0.160  0.518
C: 1.730 -2.001 0.684  -0.455
C: 1.877 -3.130 -0.327  1.894
O: 0.575 -3.702 -0.658  -0.460
C: 0.508 -4.620 -1.743  0.264
H: -2.365 2.791 0.180  -0.471
H: -3.169 1.299 0.075  -0.005
H: -1.999 1.624 -1.105  0.026
H: 0.221 2.340 0.950  0.391
H: 0.166 1.388 -0.560  -0.637
H: 0.791 0.074 2.057  0.466
H: 1.977 0.722 1.025  -0.209
H: -0.050 -1.235 0.097  -0.312
H: 1.240 -2.494 1.523  0.665
H: 2.718 -1.612 0.933  -0.101
H: 2.605 -3.910 -0.108  -0.383
H: 2.196 -2.655 -1.255  -1.348
H: 0.955 -4.317 -2.690  -0.382
H: -0.533 -4.902 -1.902  0.360
H: 1.029 -5.533 -1.456  -0.204
C: 3.605 -3.115 -5.728  -1.423
C: 3.539 -1.944 -4.820  0.433
O: 2.464 -2.252 -3.929  0.557
H: 4.460 -3.014 -6.396  0.414
H: 2.763 -3.109 -6.420  0.234
H: 3.735 -4.070 -5.219  0.182
H: 3.446 -0.963 -5.285  0.222
H: 4.454 -2.063 -4.239  0.106
H: 2.524 -1.616 -3.212  -0.465
C: 0.491 -8.798 -0.226  -1.110
C: 2.000 -8.571 -0.394  1.051
O: 2.362 -8.893 -1.746  -0.683
H: 0.212 -8.683 0.821  0.138
H: 0.303 -9.797 -0.619  0.352
H: -0.103 -8.063 -0.768  0.321
H: 2.627 -9.164 0.271  0.235
H: 2.335 -7.541 -0.273  -0.669
H: 3.194 -8.527 -2.053  0.341
C: 2.991 6.535 2.833  -1.300
C: 1.653 5.921 2.577  0.777
O: 1.765 4.738 1.782  0.440
H: 3.451 6.719 1.862  0.311
H: 3.578 5.879 3.477  0.086
H: 2.864 7.526 3.268  0.387
H: 0.872 6.534 2.128  -0.334
H: 1.210 5.505 3.482  0.018
H: 1.397 4.903 0.911  -0.265

Output
- Kohn-Sham gap (Ha) = 0.31291
- E_HOMO (eV) = -8.042
- E_tot (Eh) = -5279.7497
- molar mass (g/mol) = 1606.40
- relative energy (zero: lowest compared OMol25 entry of this formula, charge and spin) (kcal/mol) = 42.7

Computed, not measured: a single C6H6N2S2 molecule, with ωB97M-V/def2-TZVPD.

Each line ends with the natural charge from an NBO analysis.
Geometry (Å):
C: -2.454 0.822 0.356  -0.273
C: -1.213 1.528 0.444  -0.191
C: -2.414 -0.555 0.390  0.047
C: -0.089 0.775 0.627  -0.241
C: -0.160 -0.669 0.677  0.339
C: 2.579 -0.725 -1.194  -0.861
N: -1.332 -1.234 0.613  -0.438
N: 0.983 -1.385 0.915  -0.820
S: 1.592 1.421 0.534  0.051
S: 2.301 -0.653 0.602  1.022
H: -3.343 1.302 0.217  0.211
H: -1.042 2.590 0.397  0.222
H: -3.303 -1.018 0.116  0.186
H: 3.422 -0.078 -1.628  0.252
H: 1.531 -0.398 -1.485  0.246
H: 2.941 -1.722 -1.582  0.249

Output
- Kohn-Sham gap (Ha) = 0.28662
- E_HOMO (eV) = -7.956
- E_tot (Eh) = -1138.0480
- molar mass (g/mol) = 170.26
- relative energy (zero: lowest compared OMol25 entry of this formula, charge and spin) (kcal/mol) = 22.1

Computed, not measured: a single C21H13N3O2 molecule, with ωB97M-V/def2-TZVPD.

Each line ends with the natural charge from an NBO analysis.
Geometry (Å):
O: -4.217 -0.464 1.876  -0.536
C: -3.927 0.684 1.815  0.523
C: -5.009 1.541 1.594  -0.351
C: -4.610 2.799 1.019  0.064
N: -3.358 3.197 0.590  -0.464
C: -2.340 2.501 0.931  0.484
N: -1.056 2.923 0.589  -0.484
C: -0.050 2.031 0.713  0.374
C: 1.315 2.492 0.238  0.160
C: 1.427 3.648 -0.465  -0.224
C: 2.741 3.799 -0.948  -0.319
C: 3.423 2.758 -0.278  0.128
O: 2.562 1.983 0.418  -0.386
C: -0.245 0.693 1.264  -0.168
C: 0.838 -0.299 1.114  -0.049
C: 1.764 -0.502 2.167  -0.187
C: 2.867 -1.401 2.041  -0.156
C: 3.195 -1.929 0.867  0.053
N: 4.363 -2.642 0.778  -0.382
C: 4.829 -2.975 -0.436  0.050
C: 3.976 -2.794 -1.595  -0.272
C: 2.731 -2.164 -1.550  -0.158
C: 2.350 -1.693 -0.239  0.006
C: 1.130 -0.934 -0.153  -0.195
C: -1.454 0.273 1.830  -0.041
C: -2.549 1.324 2.007  -0.450
H: -6.031 1.213 1.719  0.241
H: -5.482 3.488 0.895  0.199
H: 0.564 4.327 -0.565  0.259
H: 3.129 4.496 -1.711  0.243
H: 4.470 2.597 -0.427  0.214
H: 1.585 0.050 3.045  0.213
H: 3.446 -1.501 3.002  0.233
H: 5.741 -3.498 -0.422  0.202
H: 4.286 -3.342 -2.527  0.219
H: 2.019 -2.008 -2.400  0.226
H: 0.520 -0.840 -1.015  0.215
H: -1.677 -0.798 1.872  0.248
H: -2.628 1.605 2.983  0.268

Output
- Kohn-Sham gap (Ha) = 0.25839
- SMILES string = O=C1C=CN=C2N=C(c3ccco3)C(c3ccc4ncccc4c3)=C[C@H]12
- E_HOMO (eV) = -8.477
- E_tot (Eh) = -1122.6413
- molar mass (g/mol) = 339.35
- relative energy (zero: lowest compared OMol25 entry of this formula, charge and spin) (kcal/mol) = 52.1

Computed, not measured: a gas-phase ion, C6H8F3N2O3 (charge +1), with ωB97M-V/def2-TZVPD.

Each line ends with the natural charge from an NBO analysis.
Geometry (Å):
O: 3.684 -2.864 -2.719  -0.175
N: 3.410 -1.782 -2.490  0.748
O: 3.816 -0.830 -1.996  -0.243
O: 1.834 -1.551 -2.885  -0.313
N: 1.393 -0.358 -2.556  -0.142
C: 0.537 -0.131 -1.242  0.640
C: 0.223 -1.251 -0.355  -0.559
C: 0.000 -0.557 0.985  -0.378
C: -0.727 0.762 0.520  -0.420
C: 0.047 1.147 -0.718  -0.606
C: 1.599 0.762 -3.437  1.071
F: 2.118 1.735 -2.703  -0.299
F: 0.506 1.247 -3.983  -0.280
F: 2.438 0.384 -4.405  -0.277
H: 1.200 -1.909 -0.313  0.280
H: -0.706 -1.693 -0.670  0.308
H: 0.858 -0.220 1.415  0.215
H: -0.564 -1.172 1.826  0.265
H: -1.767 0.552 0.296  0.230
H: -0.974 1.540 1.205  0.264
H: -0.305 1.918 -1.499  0.336
H: 0.877 1.821 -0.634  0.335

Output
- Kohn-Sham gap (Ha) = 0.32572
- SMILES string = O=[N+]([O-])O[N+](=C1CCCC1)C(F)(F)F
- E_HOMO (eV) = -14.980
- charge = +1
- E_tot (Eh) = -867.7242
- molar mass (g/mol) = 213.14
- relative energy (zero: lowest compared OMol25 entry of this formula, charge and spin) (kcal/mol) = 24.6

Computed, not measured: a molecular structure, C5H10N2, with ωB97M-V/def2-TZVPD.

Each line ends with the natural charge from an NBO analysis.
Geometry (Å):
C: -0.283 -1.966 1.066  -0.670
C: 0.494 1.317 -1.613  -0.637
C: 0.228 -0.606 0.697  0.155
N: -1.793 0.488 0.221  -0.666
C: 1.458 -0.172 0.272  -0.366
C: 1.103 1.121 -0.253  0.006
N: -0.507 0.547 0.703  -0.250
H: -2.423 1.099 0.722  0.366
H: -2.189 -0.423 0.015  0.353
H: 2.443 -0.548 0.519  0.209
H: 1.662 1.997 0.089  0.187
H: 0.546 -2.588 1.407  0.235
H: -0.734 -2.479 0.210  0.218
H: -1.038 -1.911 1.855  0.218
H: -0.194 2.169 -1.621  0.214
H: 1.283 1.522 -2.347  0.215
H: -0.054 0.434 -1.943  0.212

Output
- Kohn-Sham gap (Ha) = 0.31812
- E_HOMO (eV) = -7.568
- E_tot (Eh) = -305.9038
- molar mass (g/mol) = 98.15
- relative energy (zero: lowest compared OMol25 entry of this formula, charge and spin) (kcal/mol) = 75.3

Computed, not measured: a single C6H12O molecule, with ωB97M-V/def2-TZVPD.

Each line ends with the natural charge from an NBO analysis.
Geometry (Å):
C: 2.517 -0.420 -0.035  -0.602
C: 1.517 0.614 -0.535  -0.408
C: 0.142 0.470 0.130  0.104
C: -1.029 0.821 -0.779  -0.422
C: -2.173 0.060 -0.122  -0.430
C: -1.464 -1.230 0.315  -0.061
O: -0.105 -0.880 0.545  -0.544
H: 2.646 -0.347 1.048  0.205
H: 2.138 -1.418 -0.253  0.219
H: 3.493 -0.297 -0.514  0.204
H: 1.888 1.630 -0.346  0.202
H: 1.416 0.529 -1.626  0.192
H: 0.109 1.106 1.030  0.160
H: -1.177 1.901 -0.853  0.218
H: -0.840 0.428 -1.786  0.200
H: -3.024 -0.131 -0.781  0.217
H: -2.534 0.605 0.759  0.202
H: -1.900 -1.657 1.227  0.180
H: -1.506 -2.000 -0.470  0.165

Output
- Kohn-Sham gap (Ha) = 0.38854
- SMILES string = CC[C@H]1CCCO1
- E_HOMO (eV) = -9.426
- E_tot (Eh) = -311.0405
- molar mass (g/mol) = 100.16
- relative energy (zero: lowest compared OMol25 entry of this formula, charge and spin) (kcal/mol) = 11.8